# 1
C44H62N2O4P2PtSi | wB97M-V/def2-TZVPD

Computed properties:
Energy relative to the best compared isomer or geometry (same formula, charge and spin) = 45.0 kcal/mol
Net charge = +2

Element x y z (Å)
1 Pt -0.991 0.424 1.230
2 C -2.493 -2.581 3.197
3 Si -1.036 -1.752 2.281
4 C -0.454 -2.836 0.793
5 C 0.076 -4.084 1.097
6 C 0.471 -4.955 0.094
7 C 0.339 -4.582 -1.232
8 C -0.180 -3.340 -1.553
9 C -0.572 -2.455 -0.549
10 P -1.305 -0.834 -0.955
11 C -3.000 -1.084 -1.706
12 C -3.144 -2.135 -2.818
13 C -3.375 -3.564 -2.335
14 C -4.517 -3.626 -1.330
15 C -4.186 -2.722 -0.150
16 C -4.055 -1.274 -0.608
17 C -0.199 0.074 -2.162
18 C -0.841 1.440 -2.483
19 C -1.383 1.485 -3.907
20 C -0.226 1.380 -4.903
21 C 0.846 0.402 -4.407
22 C 0.258 -0.630 -3.444
23 C 0.461 -1.466 3.446
24 C 0.427 -2.057 4.706
25 C 1.495 -1.944 5.578
26 C 2.618 -1.234 5.189
27 C 2.663 -0.636 3.940
28 C 1.584 -0.715 3.066
29 P 1.618 0.078 1.409
30 C 3.090 -0.790 0.607
31 C 3.257 -0.532 -0.886
32 C 4.633 -1.038 -1.332
33 C 4.758 -2.532 -1.055
34 C 4.494 -2.830 0.416
35 C 3.124 -2.294 0.849
36 C 2.161 1.858 1.643
37 C 1.917 2.658 0.356
38 C 2.325 4.111 0.580
39 C 3.843 4.226 0.788
40 C 4.454 2.885 1.185
41 C 3.581 2.134 2.188
42 H -2.247 -3.615 3.423
43 H -3.406 -2.580 2.611
44 H -2.712 -2.068 4.129
45 H 0.179 -4.381 2.129
46 H 0.869 -5.924 0.350
47 H 0.632 -5.261 -2.020
48 H -0.292 -3.072 -2.591
49 H -3.170 -0.094 -2.157
50 H -2.280 -2.113 -3.485
51 H -4.013 -1.838 -3.413
52 H -2.476 -3.965 -1.865
53 H -3.598 -4.188 -3.201
54 H -4.659 -4.651 -0.991
55 H -5.447 -3.298 -1.798
56 H -3.245 -3.055 0.298
57 H -4.970 -2.787 0.606
58 H -3.814 -0.638 0.249
59 H -5.020 -0.949 -1.005
60 H 0.689 0.257 -1.537
61 H -0.086 2.224 -2.389
62 H -1.636 1.669 -1.763
63 H -1.928 2.416 -4.064
64 H -2.088 0.666 -4.067
65 H 0.223 2.364 -5.045
66 H -0.613 1.064 -5.872
67 H 1.645 0.943 -3.897
68 H 1.298 -0.115 -5.253
69 H 1.016 -1.378 -3.210
70 H -0.574 -1.127 -3.942
71 H -0.435 -2.627 5.009
72 H 1.455 -2.413 6.548
73 H 3.459 -1.137 5.857
74 H 3.557 -0.103 3.668
75 H 3.945 -0.339 1.127
76 H 3.177 0.529 -1.127
77 H 2.486 -1.073 -1.438
78 H 5.413 -0.497 -0.794
79 H 4.770 -0.841 -2.395
80 H 5.760 -2.867 -1.324
81 H 4.049 -3.081 -1.677
82 H 5.273 -2.371 1.027
83 H 4.531 -3.905 0.589
84 H 2.959 -2.530 1.901
85 H 2.344 -2.782 0.263
86 H 1.427 2.215 2.375
87 H 0.859 2.594 0.095
88 H 2.488 2.262 -0.482
89 H 1.791 4.497 1.451
90 H 2.023 4.720 -0.273
91 H 4.048 4.965 1.563
92 H 4.327 4.574 -0.124
93 H 5.438 3.054 1.626
94 H 4.612 2.260 0.304
95 H 3.491 2.730 3.098
96 H 4.107 1.217 2.451
97 O -3.262 1.122 1.817
98 C -3.924 2.003 1.249
99 C -3.432 3.143 0.537
100 C -4.309 4.125 0.068
101 C -3.836 5.220 -0.631
102 C -2.470 5.373 -0.890
103 C -1.583 4.435 -0.437
104 C -2.006 3.304 0.322
105 O -1.120 2.521 0.786
106 N -4.769 6.229 -1.123
107 O -4.292 7.147 -1.743
108 O -5.936 6.055 -0.875
109 H -5.021 1.920 1.269
110 H -5.371 4.053 0.265
111 H -2.132 6.237 -1.443
112 H -0.526 4.533 -0.626
113 N -0.987 1.475 3.537
114 H -1.923 1.242 3.858
115 H -0.943 2.484 3.443
116 H -0.325 1.184 4.248

# 2
C44H62N5O26Y | wB97M-V/def2-TZVPD

Computed properties:
Net charge = +2

Element x y z (Å)
1 Y 0.839 -1.870 2.179
2 O -0.262 0.294 -1.166
3 C 0.114 -0.393 -0.091
4 O 0.672 -1.508 -0.201
5 O -0.125 0.076 1.073
6 H -0.856 0.997 -0.860
7 C -1.056 2.400 -5.516
8 O -2.169 1.846 -4.810
9 C -2.400 2.444 -3.567
10 C -3.106 1.494 -2.642
11 O -4.382 0.988 -2.966
12 C -5.361 2.004 -3.123
13 H -1.111 3.489 -5.558
14 H -1.115 1.973 -6.513
15 H -0.141 2.069 -5.013
16 H -2.967 3.381 -3.675
17 H -1.451 2.704 -3.070
18 H -3.064 1.923 -1.625
19 H -2.565 0.542 -2.570
20 H -5.451 2.571 -2.184
21 H -6.313 1.543 -3.367
22 H -5.091 2.707 -3.915
23 C -2.046 -1.152 3.875
24 O -0.808 -1.275 3.668
25 N -2.673 -0.016 3.824
26 C -4.088 0.087 4.202
27 C -1.990 1.247 3.630
28 H -2.693 -1.998 4.117
29 H -4.163 0.823 5.003
30 H -4.452 -0.850 4.618
31 H -4.686 0.390 3.346
32 H -1.043 1.109 3.110
33 H -2.567 1.882 2.954
34 H -1.870 1.790 4.568
35 C 1.508 -4.745 0.359
36 O 1.523 -3.774 1.154
37 N 1.823 -5.977 0.653
38 C 1.794 -6.998 -0.367
39 C 2.187 -6.381 2.000
40 H 1.253 -4.568 -0.687
41 H 0.898 -7.612 -0.271
42 H 2.664 -7.651 -0.374
43 H 1.774 -6.527 -1.350
44 H 2.154 -5.533 2.670
45 H 1.495 -7.162 2.326
46 H 3.164 -6.866 2.007
47 C -1.662 -2.780 -2.895
48 O -1.859 -3.803 -2.270
49 N -1.297 -2.659 -4.197
50 C -1.373 -1.396 -4.882
51 C -1.215 -3.851 -5.027
52 H -1.750 -1.764 -2.463
53 H -1.452 -0.582 -4.161
54 H -2.275 -1.314 -5.493
55 H -0.486 -1.194 -5.482
56 H -1.596 -4.727 -4.501
57 H -1.827 -3.788 -5.926
58 H -0.162 -4.062 -5.233
59 C 4.061 -1.734 0.777
60 O 3.072 -1.604 1.525
61 N 5.168 -2.362 1.120
62 C 5.321 -2.983 2.437
63 C 6.303 -2.492 0.192
64 H 4.090 -1.306 -0.227
65 H 4.638 -2.535 3.145
66 H 6.372 -2.914 2.709
67 H 5.116 -4.055 2.338
68 H 7.087 -1.793 0.471
69 H 6.668 -3.515 0.265
70 H 5.925 -2.345 -0.817
71 C 2.388 0.845 3.937
72 O 1.757 0.070 3.200
73 N 2.039 1.199 5.166
74 C 2.621 2.361 5.817
75 C 0.942 0.574 5.860
76 H 3.309 1.349 3.625
77 H 1.870 3.110 6.051
78 H 3.525 2.733 5.345
79 H 3.002 2.058 6.806
80 H 0.113 1.262 6.034
81 H 0.614 -0.301 5.312
82 H 1.278 0.206 6.834
83 C 3.308 -2.835 -5.532
84 C 2.637 -1.680 -5.479
85 C 2.138 -1.077 -4.190
86 O 1.661 0.034 -4.178
87 C 2.428 -1.863 -2.991
88 C 3.053 -3.033 -3.036
89 C 3.643 -3.564 -4.317
90 O 4.387 -4.518 -4.252
91 O 3.351 -3.771 -1.955
92 O 2.299 -1.025 -6.591
93 H 3.704 -3.154 -6.487
94 H 2.104 -1.462 -2.035
95 H 3.956 -4.463 -2.293
96 H 2.011 -0.132 -6.337
97 C 1.774 3.884 -0.767
98 C 2.025 2.697 -1.331
99 C 2.901 1.699 -0.648
100 O 2.960 0.539 -0.997
101 C 3.555 2.150 0.583
102 C 3.333 3.351 1.123
103 C 2.428 4.350 0.474
104 O 2.181 5.443 0.914
105 O 3.861 3.681 2.303
106 O 1.435 2.285 -2.451
107 H 1.099 4.583 -1.243
108 H 4.317 1.507 1.007
109 H 3.418 4.485 2.621
110 H 1.509 1.321 -2.575
111 C -6.637 0.302 -0.044
112 C -5.570 -0.478 -0.233
113 C -4.160 -0.041 0.103
114 O -3.204 -0.752 -0.084
115 C -4.066 1.280 0.706
116 C -5.123 2.069 0.911
117 C -6.526 1.607 0.582
118 O -7.446 2.326 0.896
119 O -5.013 3.273 1.442
120 O -5.663 -1.688 -0.773
121 H -7.623 -0.062 -0.306
122 H -3.078 1.673 0.939
123 H -5.908 3.661 1.495
124 H -4.771 -2.074 -0.812
125 C -0.301 3.608 1.920
126 C -1.307 4.097 1.190
127 C -2.171 5.216 1.727
128 O -3.006 5.687 0.994
129 C -1.905 5.652 3.098
130 C -0.844 5.208 3.784
131 C 0.079 4.190 3.192
132 O 1.114 3.825 3.726
133 O -0.562 5.638 5.012
134 O -1.560 3.745 -0.063
135 H 0.255 2.748 1.557
136 H -2.641 6.269 3.598
137 H 0.380 5.504 5.193
138 H -2.343 4.264 -0.339

# 3
C44H64BF21I2N2O18S | wB97M-V/def2-TZVPD

Computed properties:
Net charge = 0

Element x y z (Å)
1 C -0.733 5.046 -0.969
2 C -0.033 4.108 -1.215
3 C 0.805 2.975 -1.589
4 C 0.147 1.941 -2.509
5 C 1.123 0.723 -2.554
6 C 1.084 -0.160 -1.303
7 C 0.165 -1.378 -1.470
8 C 0.595 -2.592 -0.666
9 F 1.373 -3.414 -1.410
10 F 1.255 -2.234 0.461
11 C -0.651 -3.378 -0.206
12 F -0.298 -4.476 0.493
13 F -1.361 -3.789 -1.259
14 F -1.412 -2.631 0.595
15 C 0.121 2.428 -3.975
16 C -0.137 3.906 -4.292
17 C 0.255 4.109 -5.773
18 S 0.230 5.827 -6.273
19 O 0.180 6.674 -5.118
20 O 1.329 6.022 -7.155
21 O -1.132 6.016 -7.055
22 O -1.051 1.340 -1.976
23 C -2.352 1.913 -2.004
24 C -2.740 2.256 -0.550
25 I -1.635 1.261 0.955
26 C -3.681 3.136 -0.241
27 C -4.439 3.897 -1.279
28 I -4.220 3.600 1.738
29 C -3.351 0.847 -2.648
30 C -2.545 -0.177 -3.469
31 C -3.392 -1.110 -4.362
32 C -2.969 -1.158 -5.822
33 F -2.364 -2.379 -6.108
34 C -4.061 0.000 -1.579
35 O -5.210 0.616 -1.039
36 O -6.342 -0.082 -1.575
37 O -4.415 1.461 -3.367
38 C -4.126 2.222 -4.523
39 C -4.722 1.624 -5.825
40 C -3.887 1.970 -7.054
41 N -4.372 1.254 -8.228
42 B -4.796 3.671 -4.405
43 N -4.186 4.859 -4.922
44 O -6.046 3.808 -3.837
45 H -1.243 5.927 -0.672
46 H 1.206 2.528 -0.683
47 H 1.659 3.364 -2.136
48 H 0.899 0.136 -3.444
49 H 2.125 1.138 -2.641
50 H 2.097 -0.486 -1.078
51 H 0.733 0.407 -0.448
52 H 0.098 -1.635 -2.522
53 H -0.812 -1.091 -1.093
54 H -0.544 1.821 -4.589
55 H 1.128 2.237 -4.345
56 H -1.163 4.229 -4.152
57 H 0.531 4.541 -3.724
58 H -0.337 3.493 -6.447
59 H 1.300 3.843 -5.894
60 H -1.622 6.719 -6.604
61 H -2.417 2.852 -2.548
62 H -3.734 4.274 -2.021
63 H -4.885 4.776 -0.824
64 H -5.225 3.304 -1.723
65 H -2.052 -0.804 -2.736
66 H -1.764 0.278 -4.070
67 H -3.250 -2.130 -4.008
68 H -4.453 -0.904 -4.249
69 H -2.220 -0.397 -6.036
70 H -3.819 -1.038 -6.488
71 H -3.383 -0.291 -0.780
72 H -4.408 -0.922 -2.039
73 H -6.986 0.627 -1.692
74 H -3.055 2.362 -4.706
75 H -5.693 2.094 -6.000
76 H -4.929 0.565 -5.734
77 H -4.019 3.035 -7.247
78 H -2.821 1.818 -6.853
79 H -3.852 0.408 -8.401
80 H -4.361 1.835 -9.052
81 H -3.992 5.583 -4.242
82 H -3.357 4.654 -5.455
83 H -6.616 3.101 -4.157
84 C 2.028 -6.296 -1.007
85 C 0.980 -7.370 -1.190
86 O 1.301 -8.237 -2.299
87 C 2.175 -9.199 -2.050
88 O 2.721 -9.427 -1.013
89 C 2.375 -10.052 -3.318
90 F 2.524 -9.286 -4.403
91 F 1.310 -10.842 -3.509
92 F 3.450 -10.822 -3.200
93 H 2.167 -5.738 -1.931
94 H 1.730 -5.612 -0.221
95 H 2.991 -6.730 -0.736
96 H 0.019 -6.926 -1.441
97 H 0.846 -7.961 -0.285
98 C 0.068 -5.796 3.633
99 C 0.451 -4.345 3.823
100 O 1.307 -4.188 4.974
101 C 2.587 -4.455 4.788
102 O 3.116 -4.804 3.776
103 C 3.355 -4.201 6.100
104 F 2.716 -4.720 7.152
105 F 3.481 -2.881 6.303
106 F 4.572 -4.731 6.046
107 H -0.377 -6.190 4.537
108 H -0.642 -5.898 2.813
109 H 0.943 -6.406 3.407
110 H -0.434 -3.746 4.027
111 H 0.932 -3.932 2.938
112 C 5.258 5.777 3.192
113 C 4.210 6.499 2.376
114 O 4.352 6.225 0.965
115 C 3.808 5.113 0.508
116 O 3.182 4.299 1.120
117 C 4.049 5.024 -1.010
118 F 5.315 5.304 -1.326
119 F 3.262 5.889 -1.658
120 F 3.765 3.802 -1.468
121 H 6.255 6.023 2.825
122 H 5.186 6.068 4.233
123 H 5.137 4.696 3.125
124 H 4.338 7.575 2.469
125 H 3.199 6.258 2.701
126 C 7.025 1.517 7.883
127 C 7.909 2.511 7.165
128 O 7.165 3.686 6.776
129 C 6.975 4.592 7.719
130 O 7.350 4.545 8.852
131 C 6.216 5.795 7.130
132 F 5.180 5.406 6.372
133 F 7.036 6.523 6.358
134 F 5.751 6.582 8.091
135 H 6.161 1.265 7.269
136 H 7.582 0.606 8.097
137 H 6.657 1.927 8.823
138 H 8.287 2.090 6.237
139 H 8.765 2.803 7.772
140 C -1.836 -6.019 10.168
141 C -2.715 -4.975 9.518
142 O -2.669 -5.075 8.079
143 C -3.440 -6.002 7.535
144 O -4.169 -6.760 8.100
145 C -3.299 -5.947 6.002
146 F -2.013 -5.845 5.633
147 F -3.950 -4.884 5.512
148 F -3.806 -7.033 5.434
149 H -0.816 -5.947 9.790
150 H -1.821 -5.877 11.248
151 H -2.198 -7.025 9.957
152 H -2.357 -3.975 9.748
153 H -3.747 -5.046 9.860

Number 1: frontier orbital gap 5.2139 eV, lowest unoccupied orbital energy -8.0 eV. Number 2: frontier orbital gap 7.2824 eV, lowest unoccupied orbital energy -5.4 eV. Number 3: frontier orbital gap 8.8019 eV, lowest unoccupied orbital energy 0.0 eV.